A gas-phase ion, C7H8N3O (charge +1) at a distorted geometry. Source: OMol25; level of theory: ωB97M-V with the def2-TZVPD basis set.

Spin multiplicity: 1
Largest force on an atom in eV/Å: 5.27
LUMO level (spin up / spin down) in Ha: -0.200 / -0.199
Kohn-Sham gap (spin up / spin down) in eV: 6.105 / 6.119
HOMO level (spin up / spin down) in eV: -11.555 / -11.532
Net charge: +1

Each atom is followed by the atoms it is bonded to, with distances in Å.
CARTESIAN COORDINATES (ANGSTROEM)
1 O 0.78410 -0.22851 -2.34041  C8 1.435, C9 1.324
2 N -2.68222 0.73851 2.83130  C11 1.505, H12 1.098, H13 0.979, H19 1.033
3 N -1.81966 -1.06288 1.58589  N4 1.235, C11 1.229
4 N -1.53164 -1.95023 0.77733  N3 1.235, C7 1.373
5 C 0.19667 -0.48903 -0.00900  C7 1.342, C8 1.377, H15 1.127
6 C 2.26840 0.59535 -0.87147  C8 1.357, C10 1.440, H17 1.153
7 C -0.66231 -1.50440 -0.18790  N4 1.373, C5 1.342, H18 1.116
8 C 1.01476 0.08235 -0.95823  O1 1.435, C5 1.377, C6 1.357
9 C 1.85758 0.16620 -3.00650  O1 1.324, C10 1.348, H14 1.040
10 C 2.78950 0.72405 -2.20769  C6 1.440, C9 1.348, H16 1.150
11 C -1.55761 -0.14023 2.35423  N2 1.505, N3 1.229
12 H -3.40811 0.94282 2.03336  N2 1.098
13 H -3.02999 0.45057 3.69956  N2 0.979
14 H 1.85721 -0.08324 -4.01650  C9 1.040
15 H 0.33543 -0.08700 1.03490  C5 1.127
16 H 3.81126 1.12567 -2.55130  C10 1.150
17 H 2.78730 1.12606 0.01113  C6 1.153
18 H -0.84477 -2.02648 -1.15752  C7 1.116
19 H -2.16591 1.62042 2.97882  N2 1.033

These are the natural (NBO) partial charges, in e, on atoms 1 to 8: atom 1 (O): -0.40, atom 2 (N): -0.73, atom 3 (N): -0.10, atom 4 (N): -0.04, atom 5 (C): -0.16, atom 6 (C): -0.18, atom 7 (C): -0.12, atom 8 (C): 0.16



12 unconnected molecules or ions with the total composition C2H28O12 at a distorted geometry. Source: OMol25; level of theory: ωB97M-V with the def2-TZVPD basis set.

Spin multiplicity: 1
SMILES string: CCO.O.O.O.O.O.O.O.O.O.O.O
Largest force on an atom in eV/Å: 1.36
LUMO level in Ha: -0.011
Kohn-Sham gap in eV: 9.726
HOMO level in eV: -10.023

Each atom is followed by the atoms it is bonded to, with distances in Å.
CARTESIAN COORDINATES (ANGSTROEM)
1 O 0.47102 -1.75522 3.42901  H36 0.962, H38 0.962
2 O 0.17810 -0.22596 -0.84674  C13 1.453, H37 0.980
3 O -2.90352 1.48490 -0.47657  H26 0.962, H42 0.963
4 O 0.83384 1.16857 3.04841  H19 0.995, H29 0.966
5 O -0.63807 2.00373 0.99061  H17 0.968, H25 0.973
6 O 1.29682 2.14802 -2.88867  H33 0.968, H34 0.957
7 O -1.52914 -0.06489 4.09623  H16 0.966, H22 0.955
8 O 3.33903 -2.29589 0.84773  H15 0.968, H28 0.970
9 O 3.20203 1.03036 -1.49912  H35 0.970, H39 0.962
10 O -0.70318 0.68895 -3.27200  H30 0.964, H32 0.962
11 O -3.79634 -0.96625 0.48639  H27 0.956, H40 0.957
12 O 2.20187 0.26807 0.91076  H21 0.980, H31 0.972
13 C -0.63273 -1.33171 -1.32860  O2 1.453, C14 1.531, H18 1.093, H20 1.092
14 C 0.03511 -2.14552 -2.44085  C13 1.531, H23 1.083, H24 1.088, H41 1.090
15 H 2.47845 -2.45534 0.43435  O8 0.968
16 H -0.63811 0.05110 3.74089  O7 0.966
17 H -0.32487 1.59969 0.16833  O5 0.968
18 H -1.61400 -0.92190 -1.58063  C13 1.093
19 H 0.28012 1.47648 2.28107  O4 0.995
20 H -0.72383 -1.93599 -0.42410  C13 1.092
21 H 1.49838 -0.06990 0.31730  O12 0.980
22 H -2.15013 0.02766 3.37603  O7 0.955
23 H 0.08086 -1.58989 -3.36954  C14 1.083
24 H -0.62247 -3.00655 -2.54115  C14 1.088
25 H -1.60174 1.95239 0.86879  O5 0.973
26 H -3.79615 1.83817 -0.53154  O3 0.962
27 H -4.31232 -0.35888 -0.04131  O11 0.956
28 H 2.94111 -2.09716 1.70944  O8 0.970
29 H 0.89441 2.00235 3.53324  O4 0.966
30 H -0.50280 1.30641 -3.98416  O10 0.964
31 H 1.71985 0.59740 1.68802  O12 0.972
32 H -1.24395 -0.00720 -3.65649  O10 0.962
33 H 2.19284 2.32418 -2.56843  O6 0.968
34 H 0.65827 2.26779 -2.18629  O6 0.957
35 H 3.27150 0.99414 -0.53203  O9 0.970
36 H -0.11872 -2.16412 4.06938  O1 0.962
37 H 0.37241 0.28601 -1.65997  O2 0.980
38 H 0.99387 -1.11287 3.91812  O1 0.962
39 H 3.77215 0.31735 -1.80331  O9 0.962
40 H -3.39087 -0.46856 1.19648  O11 0.957
41 H 1.05454 -2.35738 -2.11804  C14 1.090
42 H -2.52363 1.49745 -1.36105  O3 0.963

These are the natural (NBO) partial charges, in e, on atoms 1 to 8: atom 1 (O): -0.95, atom 2 (O): -0.80, atom 3 (O): -0.97, atom 4 (O): -1.00, atom 5 (O): -0.97, atom 6 (O): -0.97, atom 7 (O): -0.97, atom 8 (O): -0.93



Look up the largest force on an atom of the second one.
1.36 eV/Å



Which of these has the lowest largest force on an atom?
C2H28O12



Look up the spin multiplicity of the first one.
1



Number 1 is which compound?
C7H8N3O